(1)
Molecular formula: C47H53GePSi2Zr
Method: DFT, ωB97M-V with the def2-TZVPD basis set

LUMO level (spin up / spin down) (eV): -2.90 / -4.87
Highest occupied orbital energy (spin up / spin down) (eV): -10.56 / -10.70
Charge: +1
2S+1: 2

Positions of all 105 atoms, in Å:
Zr (0.445, -0.063, -0.154)
C (2.210, 6.149, 1.555)
C (2.131, 5.374, 0.404)
C (1.481, 4.148, 0.440)
C (0.897, 3.691, 1.623)
C (0.973, 4.472, 2.771)
C (1.629, 5.696, 2.738)
P (0.003, 2.116, 1.599)
C (-0.054, 1.610, 3.345)
C (1.083, 1.705, 4.148)
C (1.080, 1.176, 5.433)
C (-0.053, 0.538, 5.922)
C (-1.187, 0.436, 5.124)
C (-1.190, 0.966, 3.839)
C (-1.725, 2.530, 1.218)
C (-2.410, 3.537, 1.844)
C (-3.755, 3.790, 1.511)
C (-4.377, 3.040, 0.549)
C (-3.687, 2.011, -0.129)
C (-4.289, 1.261, -1.178)
C (-3.570, 0.331, -1.870)
C (-2.225, 0.082, -1.514)
C (-1.604, 0.720, -0.461)
C (-2.342, 1.737, 0.219)
H (2.725, 7.102, 1.534)
H (2.581, 5.718, -0.521)
H (1.428, 3.551, -0.462)
H (0.529, 4.124, 3.704)
H (1.686, 6.296, 3.639)
H (1.972, 2.211, 3.779)
H (1.966, 1.266, 6.053)
H (-0.054, 0.127, 6.924)
H (-2.077, -0.054, 5.503)
H (-2.075, 0.875, 3.222)
H (-1.918, 4.145, 2.597)
H (-4.291, 4.587, 2.013)
H (-5.410, 3.240, 0.282)
H (-5.324, 1.462, -1.437)
H (-4.018, -0.220, -2.687)
H (-1.690, -0.651, -2.116)
C (0.763, -2.843, -2.652)
Ge (-0.094, -3.008, -0.891)
C (0.487, -4.622, 0.011)
C (0.136, -5.786, -0.677)
C (0.463, -7.034, -0.160)
C (1.126, -7.127, 1.062)
C (1.457, -5.971, 1.759)
C (1.139, -4.721, 1.237)
C (-2.025, -3.026, -1.097)
C (-2.539, -3.295, -2.341)
C (-3.930, -3.295, -2.568)
C (-4.787, -2.984, -1.547)
C (-4.294, -2.667, -0.254)
C (-5.166, -2.301, 0.803)
C (-4.677, -1.975, 2.036)
C (-3.285, -2.008, 2.273)
C (-2.424, -2.364, 1.274)
C (-2.898, -2.700, -0.018)
H (0.663, -3.805, -3.165)
H (1.827, -2.632, -2.541)
H (0.292, -2.072, -3.263)
H (-0.400, -5.731, -1.622)
H (0.193, -7.929, -0.707)
H (1.376, -8.097, 1.472)
H (1.964, -6.038, 2.716)
H (1.406, -3.836, 1.802)
H (-1.875, -3.519, -3.174)
H (-4.310, -3.537, -3.554)
H (-5.859, -2.969, -1.714)
H (-6.234, -2.283, 0.612)
H (-5.353, -1.698, 2.836)
H (-2.899, -1.760, 3.255)
H (-1.366, -2.392, 1.472)
C (3.404, 2.878, -2.775)
Si (2.933, 1.087, -2.970)
C (4.412, 0.054, -2.517)
C (2.474, 0.706, -4.732)
C (1.415, 0.805, -1.908)
H (4.289, 3.120, -3.377)
H (3.641, 3.104, -1.726)
H (2.587, 3.539, -3.093)
H (5.255, 0.386, -3.138)
H (4.259, -1.013, -2.711)
H (4.704, 0.176, -1.467)
H (3.318, 0.892, -5.408)
H (1.631, 1.324, -5.064)
H (2.187, -0.348, -4.840)
H (0.587, 0.509, -2.582)
H (1.073, 1.815, -1.575)
C (3.511, -1.948, 0.092)
Si (3.016, -0.961, 1.607)
C (3.981, -1.540, 3.078)
C (3.436, 0.831, 1.221)
C (1.163, -1.107, 1.723)
H (4.594, -1.917, -0.067)
H (3.042, -1.528, -0.810)
H (3.225, -2.994, 0.171)
H (5.057, -1.391, 2.925)
H (3.809, -2.609, 3.256)
H (3.683, -0.995, 3.982)
H (4.508, 0.923, 1.012)
H (3.211, 1.508, 2.050)
H (2.916, 1.209, 0.329)
H (0.748, -0.613, 2.600)
H (0.889, -2.167, 1.807)

(2)
Molecular formula: C47H53I2N7O4S3Sr
Method: DFT, ωB97M-V with the def2-TZVPD basis set

LUMO level (spin up / spin down) (eV): 1.77 / 1.77
Highest occupied orbital energy (spin up / spin down) (eV): -2.18 / -2.18
Charge: -2

Positions of all 117 atoms, in Å:
Sr (12.025, 13.680, 14.578)
C (6.616, 14.650, 13.777)
C (7.256, 14.662, 15.124)
C (8.146, 13.484, 15.428)
C (8.492, 13.051, 16.708)
C (7.529, 13.001, 17.873)
C (6.695, 11.677, 17.820)
C (9.590, 12.049, 16.482)
C (10.338, 11.458, 17.527)
C (11.618, 10.863, 17.580)
C (12.453, 10.550, 18.766)
C (11.987, 10.683, 20.183)
C (11.198, 9.440, 20.679)
C (13.684, 10.147, 18.282)
C (13.564, 10.184, 16.816)
C (14.566, 9.736, 15.921)
C (14.793, 10.057, 14.549)
N (13.824, 10.549, 13.698)
C (14.421, 10.784, 12.497)
C (13.659, 11.405, 11.437)
C (12.458, 12.130, 11.415)
N (11.677, 12.181, 12.514)
C (10.471, 12.816, 12.158)
C (9.303, 12.984, 13.066)
C (9.038, 12.745, 14.468)
N (9.839, 11.779, 15.189)
C (10.656, 13.345, 10.735)
C (11.850, 12.869, 10.235)
C (12.149, 12.582, 8.740)
C (11.728, 11.134, 8.399)
C (9.428, 13.864, 10.074)
C (8.166, 13.018, 10.428)
C (15.842, 10.404, 12.573)
C (16.096, 9.950, 13.861)
C (17.322, 9.280, 14.413)
C (17.190, 7.780, 14.744)
C (16.822, 10.492, 11.449)
C (16.806, 9.228, 10.558)
N (12.315, 10.594, 16.447)
C (14.941, 9.700, 19.002)
C (15.171, 8.156, 19.074)
H (7.086, 15.432, 13.165)
H (6.743, 13.700, 13.237)
H (5.530, 14.879, 13.811)
H (7.858, 15.568, 15.164)
H (6.517, 14.671, 15.952)
H (8.066, 13.064, 18.822)
H (6.866, 13.869, 17.841)
H (7.317, 10.788, 17.994)
H (5.918, 11.728, 18.603)
H (6.190, 11.575, 16.842)
H (9.784, 11.506, 18.482)
H (12.865, 10.877, 20.834)
H (11.336, 11.564, 20.227)
H (11.828, 8.526, 20.630)
H (10.891, 9.606, 21.726)
H (10.300, 9.250, 20.053)
H (15.364, 9.114, 16.415)
H (14.094, 11.343, 10.410)
H (8.697, 13.810, 12.680)
H (11.560, 13.297, 8.146)
H (13.232, 12.735, 8.515)
H (10.640, 11.015, 8.626)
H (11.876, 10.930, 7.326)
H (12.278, 10.383, 8.994)
H (9.193, 14.878, 10.412)
H (9.638, 13.901, 8.987)
H (8.172, 12.727, 11.484)
H (7.267, 13.616, 10.265)
H (8.062, 12.057, 9.880)
H (18.150, 9.412, 13.685)
H (17.609, 9.796, 15.356)
H (16.873, 7.207, 13.844)
H (18.185, 7.389, 15.061)
H (16.445, 7.598, 15.542)
H (16.583, 11.375, 10.824)
H (17.833, 10.637, 11.858)
H (15.803, 9.106, 10.102)
H (17.547, 9.350, 9.747)
H (17.071, 8.342, 11.159)
H (15.818, 10.184, 18.514)
H (14.874, 10.120, 20.031)
H (15.142, 7.697, 18.054)
H (16.141, 7.940, 19.539)
H (14.363, 7.674, 19.678)
I (14.769, 13.101, 15.674)
I (16.980, 12.414, 16.639)
C (9.845, 17.979, 10.000)
O (10.627, 17.125, 11.036)
C (10.319, 17.180, 12.341)
S (8.909, 17.667, 13.122)
S (11.809, 16.629, 13.293)
H (10.479, 17.864, 9.106)
H (9.838, 18.999, 10.395)
H (8.837, 17.559, 9.891)
O (11.627, 20.687, 20.832)
S (10.233, 20.561, 21.233)
O (9.874, 19.502, 22.201)
O (9.464, 21.796, 21.155)
C (9.270, 19.624, 20.086)
N (7.958, 19.694, 19.940)
C (7.349, 18.865, 19.080)
C (8.100, 17.911, 18.411)
C (9.486, 17.848, 18.758)
N (10.069, 18.808, 19.444)
C (10.443, 16.930, 18.290)
C (10.321, 16.810, 16.886)
C (10.765, 15.604, 16.295)
N (11.489, 14.828, 17.010)
C (11.818, 15.160, 18.267)
C (11.431, 16.228, 19.004)
H (6.282, 19.037, 18.979)
H (7.660, 17.248, 17.663)
H (9.985, 17.705, 16.324)
H (10.483, 15.445, 15.201)
H (12.498, 14.446, 18.729)
H (11.693, 16.544, 20.018)

(3)
Molecular formula: C47H54AsN3O2PSi2V
Method: DFT, ωB97M-V with the def2-TZVPD basis set

LUMO level (spin up / spin down) (eV): 0.41 / 0.28
Highest occupied orbital energy (spin up / spin down) (eV): -6.70 / -6.73
Charge: 0
2S+1: 3

Positions of all 111 atoms, in Å:
V (-0.636, -0.365, -1.227)
C (0.058, 1.895, 5.182)
C (1.080, 0.795, 5.062)
C (1.927, 0.469, 6.115)
C (2.870, -0.544, 6.005)
C (2.962, -1.264, 4.824)
C (2.116, -0.970, 3.763)
C (1.191, 0.064, 3.876)
N (0.292, 0.397, 2.823)
C (0.463, 0.132, 1.494)
N (1.715, 0.218, 1.040)
C (2.232, 0.036, -0.282)
C (1.392, -0.277, -1.351)
C (2.045, -0.408, -2.594)
C (3.416, -0.259, -2.740)
C (4.202, 0.034, -1.630)
C (3.623, 0.190, -0.381)
C (4.466, 0.482, 0.837)
N (-0.568, -0.156, 0.725)
C (-1.873, -0.140, 1.353)
C (-2.566, 1.061, 1.407)
C (-3.861, 1.118, 1.899)
C (-4.460, -0.043, 2.364)
C (-3.746, -1.234, 2.352)
C (-2.444, -1.306, 1.863)
C (-1.674, -2.592, 1.887)
H (0.194, 2.446, 6.112)
H (-0.964, 1.500, 5.183)
H (0.135, 2.593, 4.345)
H (1.847, 1.031, 7.040)
H (3.522, -0.774, 6.839)
H (3.679, -2.070, 4.725)
H (2.163, -1.561, 2.856)
H (-0.671, 0.547, 3.085)
H (2.379, 0.520, 1.734)
H (1.451, -0.635, -3.470)
H (3.876, -0.369, -3.715)
H (5.279, 0.135, -1.730)
H (5.518, 0.552, 0.566)
H (4.375, -0.308, 1.592)
H (4.189, 1.430, 1.317)
H (-2.082, 1.955, 1.037)
H (-4.397, 2.060, 1.905)
H (-5.475, -0.023, 2.741)
H (-4.205, -2.140, 2.735)
H (-2.273, -3.400, 2.308)
H (-0.766, -2.495, 2.489)
H (-1.362, -2.869, 0.881)
O (-2.888, -0.309, -1.452)
C (-2.387, 0.657, -2.052)
O (-1.322, 0.508, -2.798)
C (-2.855, 2.067, -1.834)
C (-4.205, 2.378, -1.884)
C (-4.609, 3.696, -1.731)
C (-3.664, 4.691, -1.512)
C (-2.316, 4.369, -1.422)
C (-1.892, 3.051, -1.569)
P (-0.152, 2.476, -1.345)
C (0.454, 3.493, 0.072)
C (1.824, 3.504, 0.368)
C (2.301, 4.032, 1.560)
C (1.421, 4.548, 2.503)
C (0.062, 4.543, 2.230)
C (-0.414, 4.021, 1.031)
C (0.666, 3.127, -2.841)
C (-0.040, 3.793, -3.840)
C (0.598, 4.197, -5.007)
C (1.947, 3.930, -5.197)
C (2.651, 3.237, -4.223)
C (2.013, 2.826, -3.062)
H (-4.926, 1.586, -2.050)
H (-5.660, 3.950, -1.789)
H (-3.980, 5.722, -1.405)
H (-1.586, 5.147, -1.230)
H (2.533, 3.088, -0.328)
H (3.367, 4.039, 1.754)
H (1.793, 4.954, 3.436)
H (-0.639, 4.948, 2.950)
H (-1.480, 4.048, 0.844)
H (-1.095, 4.004, -3.718)
H (0.033, 4.715, -5.771)
H (2.441, 4.241, -6.110)
H (3.696, 2.991, -4.373)
H (2.564, 2.224, -2.355)
C (1.431, -5.492, -1.981)
Si (1.092, -4.079, -0.808)
C (2.728, -3.264, -0.441)
C (0.555, -4.861, 0.800)
As (-0.355, -2.624, -1.884)
Si (-2.195, -4.029, -2.272)
C (-3.742, -3.033, -2.532)
C (-2.531, -5.354, -1.009)
C (-1.817, -4.891, -3.883)
H (2.273, -6.090, -1.614)
H (1.675, -5.113, -2.978)
H (0.562, -6.153, -2.078)
H (3.429, -4.024, -0.075)
H (2.628, -2.489, 0.327)
H (3.150, -2.790, -1.334)
H (1.153, -5.771, 0.932)
H (-0.499, -5.141, 0.816)
H (0.743, -4.202, 1.652)
H (-4.029, -2.487, -1.632)
H (-4.569, -3.683, -2.840)
H (-3.566, -2.293, -3.319)
H (-2.783, -4.941, -0.027)
H (-1.664, -6.011, -0.892)
H (-3.375, -5.963, -1.355)
H (-1.641, -4.139, -4.657)
H (-2.637, -5.543, -4.205)
H (-0.908, -5.493, -3.800)

(4)
Molecular formula: C47H56CuN4O5P3S
Method: DFT, ωB97M-V with the def2-TZVPD basis set

LUMO level (spin up / spin down) (eV): 2.57 / 2.56
Highest occupied orbital energy (spin up / spin down) (eV): -2.13 / -4.94
Charge: -1
2S+1: 2

Positions of all 117 atoms, in Å:
Cu (0.916, -0.895, -1.579)
O (-1.223, -1.221, 2.859)
S (-2.246, -0.651, 1.931)
O (-1.423, 0.467, 1.035)
O (-0.580, -1.238, -0.646)
C (-2.919, -2.023, 1.028)
C (-4.140, -2.281, 1.651)
C (-4.876, -3.446, 1.431)
C (-4.338, -4.440, 0.540)
C (-3.179, -4.198, -0.132)
C (-2.433, -2.962, 0.017)
P (-1.030, -2.694, -0.931)
C (0.235, -3.916, -0.426)
C (1.395, -4.180, -1.157)
C (2.294, -5.147, -0.728)
C (2.045, -5.864, 0.433)
C (0.894, -5.615, 1.160)
C (-0.017, -4.653, 0.725)
C (-1.438, -3.025, -2.693)
C (-2.754, -3.295, -3.058)
C (-3.105, -3.458, -4.396)
C (-2.146, -3.343, -5.388)
C (-0.838, -3.052, -5.040)
C (-0.489, -2.890, -3.704)
H (-4.506, -1.557, 2.375)
H (-5.808, -3.613, 1.957)
H (-4.853, -5.385, 0.404)
H (-2.790, -4.957, -0.811)
H (1.640, -3.590, -2.032)
H (3.196, -5.335, -1.300)
H (2.755, -6.610, 0.775)
H (0.697, -6.165, 2.073)
H (-0.908, -4.442, 1.302)
H (-3.519, -3.354, -2.296)
H (-4.137, -3.666, -4.656)
H (-2.420, -3.469, -6.429)
H (-0.078, -2.941, -5.807)
H (0.534, -2.635, -3.469)
O (3.322, 0.843, -1.305)
C (2.553, 0.418, -2.166)
O (2.463, -0.852, -2.570)
C (1.735, 1.442, -3.017)
P (0.113, 0.735, -3.624)
C (-1.220, 1.493, -2.584)
C (-1.194, 2.788, -2.082)
C (-2.292, 3.312, -1.412)
C (-3.438, 2.545, -1.240)
C (-3.486, 1.259, -1.755)
C (-2.385, 0.744, -2.431)
C (-0.217, 1.865, -5.070)
C (-1.136, 1.414, -6.018)
C (-1.573, 2.240, -7.049)
C (-1.094, 3.537, -7.149)
C (-0.158, 3.992, -6.228)
C (0.279, 3.160, -5.200)
H (2.351, 1.633, -3.898)
H (1.624, 2.365, -2.452)
H (-0.313, 3.410, -2.222)
H (-2.254, 4.327, -1.024)
H (-4.286, 2.946, -0.699)
H (-4.374, 0.649, -1.626)
H (-2.426, -0.263, -2.834)
H (-1.517, 0.399, -5.937)
H (-2.298, 1.873, -7.770)
H (-1.449, 4.192, -7.937)
H (0.225, 5.004, -6.299)
H (1.015, 3.534, -4.497)
N (0.006, 0.502, 0.999)
P (0.862, 0.918, 2.260)
N (0.130, 1.244, 3.711)
C (-1.205, 1.853, 3.728)
C (-1.268, 2.954, 4.784)
C (-0.874, 2.393, 6.153)
C (0.500, 1.723, 6.073)
C (0.496, 0.644, 4.995)
N (1.643, 2.345, 1.880)
C (1.771, 2.822, 0.498)
C (2.036, 4.336, 0.498)
C (1.387, 4.981, 1.723)
C (2.085, 4.480, 2.999)
C (2.535, 3.021, 2.818)
N (2.099, -0.110, 2.643)
C (1.726, -1.548, 2.775)
C (2.084, -2.313, 1.509)
C (3.617, -2.344, 1.314)
C (4.261, -1.139, 2.027)
C (3.380, 0.096, 1.901)
H (-1.959, 1.095, 3.966)
H (-1.433, 2.249, 2.740)
H (-2.279, 3.368, 4.813)
H (-0.579, 3.758, 4.502)
H (-1.617, 1.644, 6.455)
H (-0.873, 3.182, 6.909)
H (0.776, 1.287, 7.038)
H (1.253, 2.477, 5.814)
H (-0.230, -0.137, 5.261)
H (1.476, 0.184, 4.903)
H (0.835, 2.597, 0.008)
H (2.565, 2.293, -0.047)
H (1.648, 4.771, -0.426)
H (3.114, 4.534, 0.521)
H (0.330, 4.695, 1.746)
H (1.435, 6.070, 1.666)
H (1.402, 4.559, 3.847)
H (2.958, 5.101, 3.222)
H (2.528, 2.493, 3.772)
H (3.564, 3.001, 2.440)
H (0.656, -1.624, 2.973)
H (2.255, -1.971, 3.635)
H (1.615, -1.809, 0.674)
H (1.668, -3.323, 1.561)
H (3.847, -2.302, 0.247)
H (4.030, -3.276, 1.708)
H (5.237, -0.908, 1.592)
H (4.424, -1.365, 3.084)
H (3.204, 0.286, 0.836)
H (3.904, 0.948, 2.326)

Computed energy relative to the best compared isomer or geometry (same formula, charge and spin) (kcal/mol) in order:
10.4 207.7 14.9 104.9